C13H18Cl2N2O4S | wB97M-V/def2-TZVPD

The geometry in XYZ format:
```
40
Properties=species:S:1:pos:R:3:mulliken_charge:R:1
Cl 4.38 -1.74 0.74 -0.1868
Cl 4.94 0.76 -1.21 -0.2246
S -0.84 -2.91 0.16 1.2940
O 0.17 0.99 1.76 -0.2136
O -2.07 -3.26 -0.28 -0.7111
O 0.19 -3.83 -0.41 -0.6829
O -2.33 0.83 -2.66 -0.4409
N -0.51 -1.55 -1.12 -0.0431
N -1.98 0.61 -0.57 -0.0056
C 3.20 -1.24 -0.28 -0.2528
C -1.47 -1.02 -1.94 -0.7947
C 0.89 -1.28 -1.18 1.2562
C 1.40 1.29 1.73 -0.7581
C 1.87 -1.70 -0.23 -2.1754
C 3.36 0.02 -0.98 0.4139
C -2.00 0.22 -1.83 0.4570
C -0.84 1.94 1.97 -0.5879
C -0.66 -2.45 1.66 -0.6253
C 1.16 0.12 -1.81 -0.2098
C 2.39 0.57 -1.99 -0.8624
C -2.51 1.76 0.14 -1.0055
C -1.31 2.49 0.56 -0.9850
H -3.33 1.70 0.63 0.6186
H -1.65 -2.18 2.08 0.3546
H -0.40 2.71 2.50 0.6195
H -1.76 1.55 2.77 0.1037
H 1.85 -2.44 0.20 1.5383
H -1.05 -1.19 -3.04 0.3257
H -1.49 0.05 0.27 -0.0579
H 1.65 1.95 2.51 0.3823
H -0.22 -3.02 2.39 0.4979
H -0.53 2.72 0.10 0.6590
H -1.69 3.86 1.00 0.2605
H 1.83 0.51 1.72 0.3111
H 0.36 0.60 -2.40 0.2557
H -0.11 -1.16 1.61 0.0853
H -2.75 2.29 -0.96 0.3520
H 1.68 1.84 0.71 0.2048
H -2.29 -1.94 -1.97 0.3853
H 2.48 1.55 -2.32 0.4480
```

## Properties
Total charge ... 0
Molar mass ... 369.27 u
Relative energy (zero: lowest compared OMol25 entry of this formula, charge and spin) ... 368.7 kcal/mol
E ... -2234.6318 Eh
HOMO-LUMO gap ... 8.01 eV